Record 1
A structure of composition C30H49As3Cl8GeN2O2TaTe. Source: the OMol25 dataset; level of theory: the ωB97M-V functional and the def2-TZVPD basis.

E_LUMO   -2.15 eV
Net charge   +1
Relative energy (zero: lowest compared OMol25 entry of this formula, charge and spin)   0.0 kcal per mole
Highest occupied orbital energy   -8.393 eV

Last column: Löwdin charge in e.
Element x y z (Å)
Ta1 0.90 0.59 0.17  0.932
Cl1 8.19 -0.37 0.81  0.694
C1 6.58 0.13 0.40  -0.669
C2 5.50 -0.47 1.02  -0.110
C3 4.24 -0.06 0.65  -0.521
Cl2 2.82 -0.64 1.48  0.747
C4 3.98 0.93 -0.31  -0.507
O1 2.76 1.26 -0.66  -0.485
C5 5.12 1.54 -0.87  -0.565
Cl3 4.86 2.83 -1.99  0.750
C6 6.39 1.14 -0.53  -0.110
H1 5.64 -1.24 1.77  0.115
H2 7.25 1.63 -0.99  0.114
C7 -0.61 2.54 3.52  -0.302
As1 -1.12 1.80 1.78  1.098
C8 -1.91 3.45 1.10  -0.249
C9 -2.83 0.94 2.23  -0.336
C10 -2.79 -0.41 2.93  -0.661
C11 -1.93 -0.36 4.19  -0.072
C12 -2.26 -1.50 1.99  -0.329
As2 -0.38 -1.59 1.39  1.067
C13 0.53 -2.28 2.98  -0.320
C14 -0.74 -3.35 0.60  -0.273
C15 -4.21 -0.81 3.39  -0.376
As3 -5.88 -0.85 2.31  1.148
C16 -6.18 1.06 1.97  -0.347
C17 -5.31 -1.34 0.49  -0.363
H3 -1.50 2.69 4.13  0.039
H4 -0.12 3.49 3.35  0.019
H5 0.08 1.88 4.04  0.019
H6 -2.73 3.76 1.75  0.044
H7 -2.27 3.34 0.08  0.009
H8 -1.14 4.23 1.10  0.032
H9 -3.37 0.86 1.29  0.041
H10 -3.35 1.67 2.86  0.086
H11 -0.89 -0.13 3.96  0.040
H12 -1.96 -1.31 4.72  0.096
H13 -2.29 0.41 4.88  0.093
H14 -2.83 -1.50 1.06  0.038
H15 -2.41 -2.47 2.46  0.087
H16 -0.17 -2.89 3.56  0.039
H17 0.91 -1.47 3.60  0.013
H18 1.36 -2.90 2.66  0.013
H19 -1.00 -4.03 1.40  0.045
H20 0.11 -3.74 0.06  -0.020
H21 -1.59 -3.26 -0.08  0.014
H22 -4.50 -0.15 4.21  0.071
H23 -4.16 -1.81 3.83  0.063
H24 -6.13 1.61 2.92  0.021
H25 -7.19 1.17 1.57  0.016
H26 -5.47 1.50 1.27  0.003
H27 -4.93 -2.36 0.47  0.018
H28 -4.56 -0.65 0.09  -0.028
H29 -6.20 -1.29 -0.14  0.020
C18 3.46 0.18 -4.19  -0.305
Te1 1.63 0.45 -3.14  1.618
C19 0.47 -0.58 -4.61  -0.327
H30 3.33 0.60 -5.19  0.027
H31 3.73 -0.87 -4.26  -0.010
H32 4.22 0.74 -3.66  -0.023
H33 1.07 -1.34 -5.10  0.008
H34 0.13 0.15 -5.34  0.018
H35 -0.38 -1.04 -4.13  -0.008
Cl4 2.06 2.51 1.78  0.741
C20 1.52 3.51 0.43  -0.673
C21 0.72 2.83 -0.48  -0.353
C22 0.27 3.64 -1.51  -0.672
Cl5 -0.82 3.01 -2.72  0.674
C23 0.62 4.99 -1.64  -0.700
Cl6 0.04 5.93 -2.96  0.700
C24 1.46 5.59 -0.70  -0.706
Cl7 1.92 7.23 -0.85  0.711
C25 1.92 4.83 0.37  -0.708
Cl8 2.94 5.50 1.57  0.721
N1 -2.32 -1.18 -1.89  0.222
C26 -2.01 0.07 -1.48  -0.640
N2 -2.99 1.00 -1.46  0.190
O2 -0.86 0.33 -1.10  -0.287
H36 -3.21 -1.41 -2.28  0.124
H37 -1.57 -1.86 -1.91  0.065
H38 -3.85 0.82 -1.95  0.121
H39 -2.67 1.95 -1.47  0.036
C27 2.51 -3.78 -0.58  -0.213
Ge1 1.72 -2.85 -2.11  0.698
C28 2.99 -3.19 -3.56  -0.218
C29 0.07 -3.70 -2.77  -0.211
C30 1.68 -0.96 -1.57  -0.701
H40 2.38 -4.86 -0.67  0.035
H41 2.13 -3.46 0.39  -0.022
H42 3.58 -3.57 -0.60  0.030
H43 3.06 -4.27 -3.70  0.033
H44 3.98 -2.82 -3.30  0.027
H45 2.69 -2.75 -4.52  0.004
H46 0.28 -4.77 -2.85  0.036
H47 -0.15 -3.35 -3.78  0.015
H48 -0.82 -3.61 -2.16  -0.021
H49 2.75 -0.90 -1.33  -0.060

---

Record 2
The molecule C4H6N2O at a distorted geometry. Source: the OMol25 dataset; level of theory: the ωB97M-V functional and the def2-TZVPD basis.

E_LUMO (alpha / beta)   -0.26 / -0.42 eV
SMILES string   [H]/N=N\C1=CCCO1
Relative energy (zero: lowest compared OMol25 entry of this formula, charge and spin)   137.8 kcal per mole
Highest occupied orbital energy (alpha / beta)   -8.464 / -7.929 eV

Last column: natural (NBO) charge in e.
Element x y z (Å)
H1 -2.82 -1.25 -0.55  0.281
N1 -3.04 -0.56 0.11  -0.321
N2 -2.20 0.33 0.26  -0.186
C1 -0.98 0.43 -0.14  0.440
C2 0.02 -0.85 -0.19  -0.237
C3 1.32 -0.40 0.20  -0.501
C4 1.24 1.12 0.03  -0.068
O1 -0.24 1.56 -0.17  -0.483
H2 -0.36 -1.91 0.05  0.214
H3 1.74 -0.77 1.06  0.228
H4 2.05 -1.00 -0.63  0.221
H5 1.57 1.81 0.84  0.211
H6 1.69 1.49 -0.88  0.201

---

Record 3
The molecule C4H9N at a distorted geometry. Source: the OMol25 dataset; level of theory: the ωB97M-V functional and the def2-TZVPD basis.

E_LUMO   1.17 eV
SMILES string   C[C@H]1C[C@H]1N
Relative energy (zero: lowest compared OMol25 entry of this formula, charge and spin)   18.1 kcal per mole
Highest occupied orbital energy   -9.187 eV

Last column: natural (NBO) charge in e.
Element x y z (Å)
C1 -1.29 -0.16 -1.05  -0.617
C2 -0.77 0.08 0.36  -0.214
C3 0.20 -0.89 1.06  -0.431
C4 0.65 0.46 0.61  -0.076
N1 1.56 0.44 -0.54  -0.845
H1 -1.61 0.75 -1.51  0.203
H2 -2.16 -0.79 -0.98  0.211
H3 -0.46 -0.59 -1.65  0.230
H4 -1.48 0.58 1.04  0.208
H5 0.08 -1.11 2.10  0.210
H6 0.54 -1.71 0.49  0.216
H7 0.82 1.17 1.40  0.181
H8 1.35 1.31 -1.09  0.358
H9 2.56 0.46 -0.23  0.367

---

Record 4
The molecule FHIN at a distorted geometry. Source: the OMol25 dataset; level of theory: the ωB97M-V functional and the def2-TZVPD basis.

E_LUMO   -0.18 eV
Relative energy (zero: lowest compared OMol25 entry of this formula, charge and spin)   66.9 kcal per mole
Highest occupied orbital energy   -8.693 eV

Last column: natural (NBO) charge in e.
Element x y z (Å)
N1 0.79 -0.48 -0.55  -0.512
F1 0.80 -1.54 0.37  -0.286
I1 0.05 1.17 0.00  0.805
H1 -1.64 0.85 0.17  -0.008

---

Record 5
A structure of composition C21H49CdCl12O6S5 at a distorted geometry. Source: the OMol25 dataset; level of theory: the ωB97M-V functional and the def2-TZVPD basis.

E_LUMO   -2.09 eV
Net charge   +1
Highest occupied orbital energy   -10.229 eV

Last column: Löwdin charge in e.
Element x y z (Å)
Cd1 2.94 -0.92 1.06  1.364
C1 -0.52 0.41 -1.26  -0.100
C2 0.06 0.37 0.15  -0.491
O1 0.95 -0.63 0.33  -0.402
H1 -1.35 -0.28 -1.37  0.043
H2 0.20 0.26 -2.07  0.040
H3 -0.98 1.39 -1.49  0.041
H4 -0.79 0.37 0.86  0.056
H5 0.52 1.38 0.36  0.063
C3 3.41 1.75 -2.00  -0.250
S1 4.36 2.04 -0.54  0.864
O2 3.78 1.12 0.49  -0.647
C4 5.86 1.30 -1.08  -0.259
H6 3.56 0.72 -2.34  0.043
H7 3.75 2.42 -2.79  0.066
H8 2.38 1.95 -1.73  0.026
H9 5.65 0.25 -1.33  0.040
H10 6.58 1.29 -0.26  0.062
H11 6.24 1.82 -1.95  0.069
C5 -2.05 -3.15 -0.78  -0.245
S2 -2.58 -3.76 0.82  0.844
O3 -1.73 -4.97 1.05  -0.561
C6 -1.84 -2.50 1.85  -0.270
H12 -2.53 -3.79 -1.51  0.060
H13 -0.98 -3.21 -0.83  0.049
H14 -2.42 -2.13 -0.94  -0.006
H15 -0.76 -2.46 1.69  0.031
H16 -2.08 -2.77 2.87  0.056
H17 -2.21 -1.51 1.60  0.041
C7 0.94 -4.37 3.03  -0.241
S3 2.62 -3.95 2.69  0.902
O4 2.49 -2.95 1.57  -0.664
C8 2.97 -3.02 4.16  -0.257
H18 0.44 -3.54 3.52  0.054
H19 0.90 -5.26 3.66  0.077
H20 0.47 -4.61 2.07  0.045
H21 3.99 -2.65 4.11  0.065
H22 2.88 -3.65 5.05  0.076
H23 2.27 -2.20 4.28  0.042
C9 2.21 -3.38 -1.64  -0.260
S4 3.79 -2.63 -1.81  0.894
O5 3.71 -1.34 -1.02  -0.649
C10 4.72 -3.82 -0.86  -0.237
H24 1.52 -2.82 -2.26  0.039
H25 1.88 -3.43 -0.61  0.036
H26 2.28 -4.39 -2.08  0.077
H27 4.89 -4.66 -1.54  0.066
H28 4.10 -4.17 -0.04  0.030
H29 5.67 -3.37 -0.56  0.062
C11 0.12 0.30 3.66  -0.233
S5 1.77 0.94 3.81  0.900
O6 2.59 0.16 2.84  -0.670
C12 1.48 2.54 3.11  -0.241
H30 -0.38 0.28 4.63  0.067
H31 0.18 -0.71 3.26  0.042
H32 -0.46 0.90 2.96  0.018
H33 0.89 3.10 3.84  0.069
H34 0.98 2.49 2.14  0.029
H35 2.45 3.03 2.98  0.066
C13 0.16 5.24 -1.86  -2.036
Cl1 -1.51 4.78 -2.15  0.510
Cl2 0.81 4.26 -0.53  0.524
Cl3 1.10 4.93 -3.33  0.525
Cl4 0.25 6.95 -1.44  0.558
C14 -3.21 2.74 -5.27  -2.055
Cl5 -4.37 1.55 -5.84  0.534
Cl6 -2.36 3.48 -6.62  0.544
Cl7 -4.05 3.98 -4.33  0.523
Cl8 -2.03 1.95 -4.22  0.490
C15 -1.73 -1.85 -5.37  -2.058
Cl9 -1.66 -3.56 -5.74  0.548
Cl10 -0.34 -1.37 -4.40  0.531
Cl11 -1.76 -0.91 -6.87  0.533
Cl12 -3.20 -1.52 -4.44  0.509
C16 -4.39 -0.47 -0.86  -0.101
C17 -4.18 1.01 -0.56  -0.254
C18 -3.52 1.24 0.81  -0.228
C19 -3.31 2.72 1.10  -0.216
C20 -2.64 2.98 2.46  -0.260
C21 -2.38 4.47 2.71  -0.102
H36 -4.77 -0.63 -1.87  0.063
H37 -5.07 -0.96 -0.16  0.085
H38 -3.43 -1.01 -0.86  0.011
H39 -3.53 1.43 -1.33  0.089
H40 -5.13 1.55 -0.61  0.114
H41 -2.57 0.72 0.83  0.066
H42 -4.20 0.82 1.56  0.123
H43 -2.62 3.13 0.34  0.091
H44 -4.25 3.27 1.00  0.122
H45 -3.27 2.55 3.25  0.112
H46 -1.70 2.43 2.46  0.068
H47 -1.78 4.89 1.90  0.063
H48 -3.32 5.02 2.76  0.076
H49 -1.85 4.63 3.65  0.065

---

Record 6
The molecule C5H14NOP at a distorted geometry. Source: the OMol25 dataset; level of theory: the ωB97M-V functional and the def2-TZVPD basis.

E_LUMO   0.80 eV
SMILES string   CP(N)C(C)(C)CO
Relative energy (zero: lowest compared OMol25 entry of this formula, charge and spin)   33.0 kcal per mole
Highest occupied orbital energy   -8.125 eV

Last column: natural (NBO) charge in e.
Element x y z (Å)
C1 -2.23 0.80 0.30  -0.998
P1 -1.14 -0.54 0.93  0.980
N1 -1.38 -1.74 -0.35  -1.192
C2 0.45 0.11 0.20  -0.330
C3 0.61 1.29 1.10  -0.651
C4 0.37 0.46 -1.31  -0.641
C5 1.65 -0.96 0.28  -0.041
O1 2.78 -0.28 0.03  -0.720
H1 -2.15 1.80 0.94  0.254
H2 -2.09 0.97 -0.82  0.237
H3 -3.36 0.48 0.34  0.239
H4 -2.39 -1.79 -0.71  0.379
H5 -1.19 -2.75 -0.16  0.388
H6 1.60 1.64 1.06  0.228
H7 -0.01 2.10 0.75  0.214
H8 0.51 0.98 2.10  0.216
H9 -0.24 -0.16 -1.92  0.229
H10 0.20 1.53 -1.55  0.207
H11 1.31 0.14 -1.77  0.222
H12 1.43 -1.66 -0.45  0.158
H13 1.76 -1.53 1.24  0.147
H14 3.52 -0.90 -0.21  0.476